Record 1
Molecular formula: C25H46MnP2
Method: DFT, ωB97M-V/def2-TZVPD

Geometry as ORCA input:
```
! wB97M-V def2-TZVPD RIJCOSX def2/J DEFGRID3
* xyz 1 5
Mn -0.5928 0.2555 -2.0925
C -0.6592 -2.0880 2.5511
C 0.7091 -2.2626 2.2018
C 0.5792 -0.5375 3.7365
C -0.7343 -1.0519 3.5295
C 1.4678 -1.2816 2.9050
C -1.8119 -2.8542 2.0187
H -1.5435 -3.3607 1.0795
H -2.6879 -2.1985 1.8594
H -2.1318 -3.6400 2.7206
C -1.9598 -0.6903 4.2832
H -2.8709 -0.7563 3.6660
H -1.8901 0.3182 4.7144
H -2.0814 -1.4006 5.1199
C 0.9764 0.4189 4.7978
H 1.3260 -0.1369 5.6903
H 0.1297 1.0545 5.1021
H 1.7955 1.0787 4.4692
C 2.9417 -1.1675 2.8738
H 3.4175 -1.7668 3.6677
H 3.2613 -0.1277 3.0085
H 3.3231 -1.5382 1.9155
C 1.2773 -3.2680 1.2689
H 1.6451 -4.1617 1.8025
H 2.1515 -2.8512 0.7383
H 0.5203 -3.6161 0.5512
C -1.7820 0.9772 -3.3946
C -1.8905 -0.4723 -3.3027
C -1.1306 -1.4198 -4.2374
C 0.4117 -1.1915 -4.2369
C 0.8754 -0.4714 -3.0015
C 0.9770 0.9822 -2.9538
C 0.5233 1.8536 -4.0846
C -0.9858 1.7149 -4.4458
H -1.5134 -1.3531 -5.2744
H 0.6995 -0.6435 -5.1474
H -1.3401 -2.4602 -3.9211
H -1.0861 1.2616 -5.4500
H -2.6158 1.5495 -2.9665
H -2.8129 -0.8462 -2.8112
H -1.4031 2.7359 -4.5342
H 0.7365 2.8985 -3.8201
H 1.8505 1.3535 -2.4092
H 1.1402 1.6987 -4.9829
H 0.8984 -2.1815 -4.3005
H 1.5797 -1.0152 -2.3727
P -2.1739 0.7925 -0.4296
P 1.7779 1.5853 0.7311
C -0.3840 2.4075 -1.0308
C 0.9004 2.8689 -0.3415
H -1.2172 2.9070 -0.4897
H -0.4934 2.7983 -2.0430
H 1.6109 3.3172 -1.0610
H 0.6288 3.6345 0.4144
C 2.6279 2.6378 1.9241
H 2.9957 1.9888 2.7286
H 1.9003 3.3447 2.3426
H 3.4553 3.1643 1.4304
C 3.1551 0.8886 -0.2429
H 3.5880 1.5730 -0.9799
H 2.8255 -0.0229 -0.7549
H 3.9266 0.5748 0.4697
C -3.9098 0.3194 -0.3442
H -4.0352 -0.6737 0.0965
H -4.1693 0.2444 -1.4117
H -4.5940 0.9989 0.1724
C -0.7514 -1.4449 -1.0143
H -0.1034 -1.3407 -0.1322
H -0.3871 -2.2957 -1.6154
H -1.7780 -1.6913 -0.6976
C -1.4187 0.9755 1.1954
H -0.3501 0.8185 0.9800
H -1.7890 0.2999 1.9617
H -1.5276 1.9889 1.6107
*
```

**Gap between HOMO and LUMO (spin up / spin down)**: 6.571 / 4.313 eV
**E_tot**: -76553.371 eV
**Largest force on an atom**: 7.97 eV/A
**M**: 463.5 g/mol
**ΔE to the lowest compared entry with this formula, charge and spin**: 364.1 kJ/mol
**Highest occupied orbital energy (spin up / spin down)**: -8.93 / -9.90 eV

=====

Record 2
Molecular formula: H25O13
Method: DFT, ωB97M-V/def2-TZVPD

Geometry as ORCA input:
```
! wB97M-V def2-TZVPD RIJCOSX def2/J DEFGRID3
* xyz -1 1
O -1.4643 -0.6574 -0.9165
H -0.8288 -0.3333 -0.2564
H -0.5703 -0.8421 -1.8012
O 0.4507 -1.7347 2.6311
H 1.2519 -2.2199 2.8235
H -0.0666 -2.5703 2.4193
O 1.3397 1.3988 -1.4468
H 0.8849 0.7502 -2.0360
O -1.3896 -0.1946 4.1188
H -1.3704 -1.1673 4.1087
H -1.8647 0.0530 3.3152
O 0.1850 -0.7211 -2.6674
H 1.0197 -1.9027 -0.6050
H -0.0370 -1.0831 -3.5520
O 2.9685 -1.1394 -3.1933
H 2.0265 -0.8894 -3.2667
H 3.1979 -1.0598 -2.1920
O -1.6736 -2.9379 0.9569
H -2.6185 -2.8347 1.1477
H 0.8975 1.0642 -0.6446
O -3.4879 1.7959 -0.9786
H -2.5743 1.4584 -1.0809
H -3.8519 1.3748 -1.7641
O 1.5426 -1.4431 0.0686
H 0.8794 -0.7949 0.3083
H -1.4080 -2.0293 0.8115
O -3.3510 -2.2023 -0.9865
H -2.7392 -1.3034 -0.9659
H -2.6764 -2.8631 -1.1404
O 1.0608 1.0604 1.1481
H 1.0365 0.4634 1.9724
H 1.6556 1.5977 1.6931
O 1.7043 3.4551 2.5409
H 1.4978 3.7226 1.6363
H 1.4032 2.5435 2.4682
O 2.1734 3.6329 -1.2784
H 1.4014 2.8983 -1.1612
H 2.6814 3.0965 -1.9163
*
```

**Gap between HOMO and LUMO**: 9.273 eV
**E_tot**: -27023.617 eV
**Largest force on an atom**: 4.21 eV/A
**M**: 233.2 g/mol
**ΔE to the lowest compared entry with this formula, charge and spin**: 362.6 kJ/mol
**Highest occupied orbital energy**: -6.86 eV

=====

Record 3
Molecular formula: C10H10Br4ClN3
Method: DFT, ωB97M-V/def2-TZVPD

Geometry as ORCA input:
```
! wB97M-V def2-TZVPD RIJCOSX def2/J DEFGRID3
* xyz 0 1
C 1.4786 -3.5736 1.0526
C 1.1277 -2.5962 0.4589
C 0.5662 -1.4815 -0.3113
Cl 1.8706 -0.4295 -0.9324
C -0.1095 -2.0472 -1.5201
N -0.6735 -2.4378 -2.4401
C -0.5283 -0.7068 0.5205
N -0.9772 0.4427 -0.2557
C -1.6697 -1.6712 0.6314
N -2.4907 -2.4608 0.7669
C -0.0941 -0.4022 1.9777
Br -1.5651 0.4820 2.9121
C 1.2154 0.3619 2.1570
C 1.2374 1.8091 1.6413
H 1.6297 -4.4685 1.6098
H -0.9850 1.2994 0.2838
H -1.9405 0.2991 -0.5322
H 0.0273 -1.3634 2.4718
H 2.0511 -0.1931 1.7298
H 1.4004 0.3937 3.2342
H 0.3835 2.3561 2.0439
H 1.1654 1.8094 0.5540
H 2.1414 2.3268 1.9516
C -1.0360 2.4519 -4.1281
Br -2.8585 2.9586 -3.7587
Br 0.2157 3.6968 -3.3511
Br -0.6780 0.6494 -3.5681
H -0.9042 2.4948 -5.1993
*
```

**Gap between HOMO and LUMO**: 10.296 eV
**E_tot**: -307691.452 eV
**Largest force on an atom**: 1.12 eV/A
**M**: 527.3 g/mol
**Highest occupied orbital energy**: -10.19 eV

=====

Record 4
Molecular formula: C3H8N3O
Method: DFT, ωB97M-V/def2-TZVPD

Geometry as ORCA input:
```
! wB97M-V def2-TZVPD RIJCOSX def2/J DEFGRID3
* xyz 1 1
C 1.3996 -0.3030 0.1575
C -0.9602 0.2246 0.5602
C -2.2580 0.1784 -0.1249
N 0.6668 1.8598 -0.2666
N 0.0548 -0.6182 0.1492
N 2.3406 -1.3054 0.2435
O 1.6340 0.9471 -0.1925
H -0.8343 0.5921 1.5705
H -2.3355 -0.6485 -0.8103
H -2.4310 1.1368 -0.7645
H -3.0913 0.2991 0.6451
H 0.7602 2.4123 -1.1532
H -0.2497 -1.2903 -0.6127
H 1.9029 -2.2575 0.4002
H 3.4011 -1.2274 0.1986
*
```

**Gap between HOMO and LUMO (spin up / spin down)**: 7.280 / 8.370 eV
**E_tot**: -9747.034 eV
**Largest force on an atom**: 3.85 eV/A
**M**: 102.1 g/mol
**ΔE to the lowest compared entry with this formula, charge and spin**: 523.9 kJ/mol
**Highest occupied orbital energy (spin up / spin down)**: -12.10 / -13.15 eV

=====

Record 5
Molecular formula: C30H24BrN2O3SiY
Method: DFT, ωB97M-V/def2-TZVPD

Geometry as ORCA input:
```
! wB97M-V def2-TZVPD RIJCOSX def2/J DEFGRID3
* xyz 0 1
Y -0.0026 -1.3288 -1.2136
Br 5.5235 -5.4180 2.4969
C 3.9859 -4.6176 1.7264
C 2.8185 -5.3743 1.5728
C 1.6996 -4.8095 1.0148
C 1.6935 -3.4676 0.5764
O 0.6290 -2.9649 0.0279
C 2.8775 -2.7088 0.7555
C 2.9847 -1.3159 0.4233
N 2.0819 -0.5555 -0.0990
C 2.3679 0.8270 -0.2292
C 3.1715 1.5390 0.6216
C 3.4135 2.9127 0.4089
C 2.8376 3.5699 -0.6371
C 1.9675 2.8781 -1.5115
C 1.3173 3.4952 -2.6027
C 0.4864 2.7643 -3.4005
C 0.2740 1.4100 -3.0915
N 0.8576 0.8061 -2.0821
C 1.7172 1.5114 -1.2958
C 4.0161 -3.3105 1.3301
H 2.8059 -6.4065 1.8965
H 0.7898 -5.3806 0.8879
H 3.9573 -0.8747 0.6573
H 3.6104 1.0558 1.4848
H 4.0550 3.4459 1.0978
H 3.0166 4.6256 -0.7964
H 1.4858 4.5489 -2.7884
H -0.0244 3.2075 -4.2430
H -0.3983 0.8051 -3.6900
H 4.9169 -2.7235 1.4602
C -4.5743 -0.7319 3.7147
C -4.9217 0.4011 2.9881
C -4.2239 0.7255 1.8351
C -3.1678 -0.0679 1.3735
C -2.8388 -1.2000 2.1204
C -3.5308 -1.5328 3.2801
Si -2.1884 0.4082 -0.1824
C -1.4314 2.1151 0.2086
C -1.6992 3.2480 -0.5627
C -1.1111 4.4774 -0.2812
C -0.2409 4.6026 0.7908
C 0.0414 3.4899 1.5752
C -0.5418 2.2674 1.2803
H -5.1168 -0.9870 4.6166
H -5.7360 1.0313 3.3244
H -4.5006 1.6165 1.2815
H -2.0234 -1.8368 1.7903
H -3.2543 -2.4165 3.8422
H -3.2283 0.7887 -1.2003
H -2.3937 3.1709 -1.3928
H -1.3469 5.3415 -0.8919
H 0.2092 5.5605 1.0217
H 0.7165 3.5795 2.4183
H -0.3148 1.4094 1.9082
C -2.6098 -3.9014 -3.7923
O -1.4614 -3.1159 -4.1294
C -0.8976 -2.4795 -3.1161
O 0.1354 -1.8176 -3.4171
H -3.3483 -3.7480 -4.5752
H -3.0076 -3.5916 -2.8282
H -2.3260 -4.9522 -3.7586
*
```

**Gap between HOMO and LUMO**: 6.418 eV
**E_tot**: -119588.207 eV
**Largest force on an atom**: 0.24 eV/A
**M**: 657.4 g/mol
**ΔE to the lowest compared entry with this formula, charge and spin**: 0.0 kJ/mol
**Highest occupied orbital energy**: -7.32 eV

=====

Record 6
Molecular formula: C4H10FN
Method: DFT, ωB97M-V/def2-TZVPD

Geometry as ORCA input:
```
! wB97M-V def2-TZVPD RIJCOSX def2/J DEFGRID3
* xyz 0 1
C -0.1768 -1.6182 -1.7440
C -0.4132 -0.9277 -0.3837
F 0.2375 -1.7289 0.5593
C 0.2244 0.4594 -0.2652
C -0.0477 1.1456 1.0247
N 0.0710 2.6159 0.8217
H -0.6973 -2.5970 -1.8933
H -0.5203 -0.9489 -2.5360
H 0.8828 -1.7865 -1.9681
H -1.4864 -0.9578 -0.1634
H -0.1369 1.1413 -1.0347
H 1.3029 0.4312 -0.3882
H 0.5959 0.7829 1.8324
H -1.0852 0.9548 1.2681
H -0.0201 3.0533 1.7379
H 1.0095 2.8213 0.5686
*
```

**Gap between HOMO and LUMO**: 10.860 eV
**E_tot**: -8517.640 eV
**Largest force on an atom**: 1.70 eV/A
**M**: 91.1 g/mol
**ΔE to the lowest compared entry with this formula, charge and spin**: 3.8 kJ/mol
**Highest occupied orbital energy**: -9.69 eV